Entry 1:
{
  "formula": "C2HNOS",
  "method": "ωB97M-V/def2-TZVPD",
  "energy_ev": -16462.001,
  "max_force_ev_per_a": 3.35,
  "de_lowest_ev": 0.532,
  "multiplicity": 1,
  "species": ["S", "O", "N", "C", "C", "H"],
  "xyz": [[1.764, -0.878, 1.245], [-2.241, -0.741, 0.024], [0.781, 1.028, -0.384], [1.400, 0.310, 0.358], [-3.014, -1.485, -0.308], [1.310, 1.766, -0.935]],
  "atomic_forces_ev_per_a": [[1.111, -1.321, 1.461], [0.092, 0.081, 0.047], [1.419, 2.597, -1.573], [-1.401, -0.122, -0.762], [-0.079, -0.081, -0.040], [-1.142, -1.154, 0.867]],
  "nbo_charge": [0.069, -0.495, -0.663, 0.185, 0.494, 0.410]
}


Entry 2:
{
  "formula": "C2HNOS",
  "method": "ωB97M-V/def2-TZVPD",
  "energy_ev": -16459.640,
  "max_force_ev_per_a": 3.79,
  "de_lowest_ev": 2.894,
  "multiplicity": 1,
  "species": ["S", "O", "N", "C", "C", "H"],
  "xyz": [[0.544, -2.420, 2.112], [-0.312, 1.258, -0.214], [-0.417, 0.429, -2.501], [-0.280, 0.880, -1.442], [0.253, -1.018, 1.604], [0.212, 0.871, 0.441]],
  "atomic_forces_ev_per_a": [[-0.142, 0.314, -0.107], [-1.978, 2.535, -2.009], [0.352, 0.655, 0.447], [-0.179, -1.341, 0.111], [0.280, -0.290, 0.132], [1.666, -1.872, 1.426]],
  "nbo_charge": [0.253, -0.668, -0.431, 0.551, -0.241, 0.536]
}


Entry 3:
{
  "formula": "C2HNOS",
  "method": "ωB97M-V/def2-TZVPD",
  "energy_ev": -16457.710,
  "max_force_ev_per_a": 2.12,
  "de_lowest_ev": 4.823,
  "multiplicity": 1,
  "species": ["S", "O", "N", "C", "C", "H"],
  "xyz": [[-1.400, -1.445, -1.301], [-0.245, 0.283, 2.086], [0.524, 0.312, -0.213], [-0.508, -0.543, -0.359], [-0.099, 0.103, 0.937], [1.728, 1.290, -1.149]],
  "atomic_forces_ev_per_a": [[-0.028, -0.014, 0.075], [-0.004, 0.101, 0.301], [1.318, 1.010, -1.310], [-0.114, -0.324, -1.047], [-0.068, 0.150, 1.148], [-1.105, -0.923, 0.833]],
  "nbo_charge": [0.118, -0.465, -0.419, -0.029, 0.662, 0.132]
}


Entry 4:
{
  "formula": "C2HNS2",
  "method": "ωB97M-V/def2-TZVPD",
  "energy_ev": -25244.927,
  "max_force_ev_per_a": 2.14,
  "de_lowest_ev": 4.250,
  "multiplicity": 1,
  "species": ["S", "S", "N", "C", "C", "H"],
  "xyz": [[-1.329, 1.240, 1.194], [-1.222, 1.018, -0.917], [0.693, -2.091, 0.041], [0.311, -1.057, 0.344], [-0.350, 0.152, 0.336], [1.897, 0.737, -0.997]],
  "atomic_forces_ev_per_a": [[0.055, -0.045, 0.141], [0.149, -0.206, 0.433], [1.095, -1.840, -0.022], [-1.389, 1.485, -0.078], [0.041, 0.538, -0.497], [0.049, 0.068, 0.022]],
  "nbo_charge": [0.276, 0.211, -0.235, 0.175, -0.432, 0.004]
}